Here is a structure of composition C36H26N4O2PPtS from the OMol25 dataset. Energies are from ωB97M-V/def2-TZVPD.

The calculation puts the LUMO energy at -3.73 eV. Its HOMO energy is -10.26 eV. Its charge is +1. For the orbital gap, the calculation gives 6.5 eV. For the largest force on an atom, the calculation gives 0.951 eV/A. The energy relative to the best compared isomer or geometry (same formula, charge and spin) comes out at 195.9 kJ/mol.

Last column: Löwdin charge in e.
Atoms and positions in Å:
Pt: 0.3637 1.0350 0.2882  0.849
O: -2.9152 -3.7729 0.5700  0.069
C: -2.0159 -4.4452 -0.1951  -0.256
C: -2.2377 -5.7478 -0.6302  -0.004
C: -1.3107 -6.3771 -1.4414  -0.057
C: -0.1533 -5.7178 -1.8409  -0.068
C: 0.0606 -4.4199 -1.4212  -0.030
C: -0.8593 -3.7780 -0.5929  -0.101
C: -0.5831 -2.4061 -0.1397  -0.287
O: -0.1155 -1.5711 -1.1302  -0.143
N: -0.6686 -2.0762 1.0714  0.136
N: -0.3834 -0.7743 1.4464  -0.043
C: -0.9956 -0.4865 2.5267  -0.050
C: -1.0053 0.8781 3.0401  -0.264
C: -1.5600 1.2049 4.2607  0.007
C: -1.4961 2.5258 4.6857  -0.027
C: -0.8794 3.4610 3.8762  -0.013
C: -0.3629 3.0516 2.6502  -0.105
N: -0.4341 1.7917 2.2493  -0.022
H: -3.6822 -4.3347 0.7303  0.117
H: -3.1424 -6.2645 -0.3301  0.122
H: -1.4948 -7.3931 -1.7651  0.114
H: 0.5738 -6.2167 -2.4663  0.111
H: 0.9593 -3.8917 -1.7123  0.128
H: -1.5549 -1.2668 3.0377  0.144
H: -2.0229 0.4377 4.8679  0.125
H: -1.9195 2.8163 5.6377  0.121
H: -0.8045 4.4980 4.1705  0.120
H: 0.0964 3.7492 1.9612  0.092
C: -3.6758 -2.9861 -4.5706  -0.051
C: -4.1595 -1.8349 -3.9699  -0.056
C: -3.3155 -1.0428 -3.2017  -0.052
C: -1.9801 -1.4063 -3.0353  -0.265
C: -1.4967 -2.5641 -3.6585  -0.079
C: -2.3426 -3.3503 -4.4169  -0.048
P: -0.8227 -0.4519 -2.0452  1.018
C: -1.7614 0.8880 -1.3308  -0.385
C: -2.7476 0.6929 -0.4387  -0.105
C: -3.4890 1.8193 0.1122  -0.069
C: -3.4203 3.0155 -0.4686  -0.026
C: -2.6435 3.1834 -1.7550  -0.310
C: -1.3890 2.2861 -1.8155  -0.588
C: 0.5291 0.0625 -3.0497  -0.244
C: 0.4183 -0.0499 -4.4170  -0.054
C: 1.5448 0.1622 -5.2331  -0.050
C: 2.7553 0.4038 -4.6514  0.001
C: 2.8992 0.5226 -3.2469  -0.152
C: 4.1631 0.7628 -2.6633  -0.031
C: 4.2633 0.9156 -1.3131  -0.063
C: 3.1062 0.8998 -0.5043  -0.116
C: 1.8541 0.6802 -1.0213  -0.321
C: 1.7524 0.4236 -2.4157  -0.183
H: -4.3366 -3.6017 -5.1670  0.114
H: -5.1946 -1.5479 -4.0968  0.113
H: -3.7018 -0.1471 -2.7372  0.099
H: -0.4571 -2.8429 -3.5504  0.111
H: -1.9634 -4.2465 -4.8898  0.116
H: -2.9721 -0.3093 -0.0825  0.119
H: -4.1079 1.6614 0.9862  0.113
H: -3.9715 3.8648 -0.0872  0.124
H: -3.3063 2.8870 -2.5805  0.163
H: -1.0617 2.2400 -2.8544  0.100
H: -0.5219 -0.3280 -4.8733  0.110
H: 1.4503 0.0927 -6.3079  0.112
H: 3.6398 0.5169 -5.2674  0.124
H: 5.0355 0.8286 -3.3015  0.117
H: 5.2269 1.0918 -0.8530  0.110
H: 3.2224 1.1064 0.5532  0.091
S: -0.0080 2.9932 -0.8163  0.648
C: -2.2927 4.5894 -1.9943  -0.226
N: -2.0314 5.6921 -2.1728  0.187